(1)
ORCA calculation (ωB97M-V with the def2-TZVPD basis set) on a structure of composition C24H36F6O12Pb in a non-equilibrium geometry.

The HOMO-LUMO gap comes out at 7.4 eV.

Geometry as ORCA input:
```
! RIJCOSX wB97M-V def2-TZVPD def2/J DEFGRID3
* xyz 0 1
Pb 10.13 12.79 1.48
C 9.22 15.86 0.61
O 8.28 14.90 1.13
O 10.26 15.01 0.03
C 8.44 16.96 -0.21
F 9.25 17.92 -0.66
F 7.75 16.45 -1.27
F 7.56 17.71 0.53
C 7.37 15.35 2.24
C 6.91 13.99 2.84
H 6.17 14.08 3.63
H 6.34 13.35 2.16
H 7.78 13.38 3.06
H 6.47 15.93 2.03
H 7.83 15.99 2.99
H 9.56 16.38 1.50
C 9.71 9.85 3.32
O 11.12 10.10 3.47
O 9.10 11.22 3.25
C 9.35 8.80 2.07
F 9.50 9.30 0.88
F 10.23 7.79 2.16
F 8.16 8.26 2.07
C 11.75 9.35 4.51
C 13.21 9.64 4.52
H 13.80 9.03 5.19
H 13.61 9.50 3.51
H 13.49 10.68 4.66
H 11.68 8.27 4.48
H 11.38 9.69 5.48
H 9.34 9.36 4.22
O 11.82 11.97 -0.08
C 12.72 11.26 -0.59
O 12.71 9.98 -0.45
C 13.95 9.52 -0.72
C 14.64 10.50 -1.73
C 13.96 11.75 -1.33
H 13.96 8.50 -1.11
H 14.50 9.52 0.22
H 14.42 10.16 -2.74
H 15.72 10.58 -1.70
H 13.71 12.34 -2.21
H 14.59 12.34 -0.66
O 8.78 12.10 -0.54
C 8.22 12.23 -1.58
O 8.57 11.58 -2.77
C 7.77 12.08 -3.84
C 7.28 13.38 -3.37
C 7.06 13.14 -1.89
H 6.99 11.37 -4.09
H 8.40 12.20 -4.72
H 6.50 13.77 -4.02
H 8.16 14.01 -3.54
H 6.15 12.58 -1.67
H 7.09 14.10 -1.37
O 10.11 14.44 3.97
C 9.93 14.52 5.21
O 9.55 15.66 5.77
C 9.47 15.47 7.22
C 10.45 14.35 7.55
C 10.35 13.55 6.27
H 8.50 15.09 7.54
H 9.75 16.36 7.79
H 9.95 13.78 8.34
H 11.46 14.70 7.74
H 9.63 12.74 6.42
H 11.23 12.98 5.96
O 12.58 13.40 2.62
C 13.56 14.13 2.65
O 13.93 14.87 1.60
C 15.04 15.71 1.88
C 15.25 15.65 3.43
C 14.22 14.64 3.92
H 14.74 16.73 1.63
H 16.01 15.51 1.42
H 15.15 16.64 3.87
H 16.21 15.23 3.74
H 13.51 15.24 4.49
H 14.62 13.86 4.56
*
```



(2)
ORCA calculation (ωB97M-V with the def2-TZVPD basis set) on a structure of composition C24H36HgNO17S2 in a non-equilibrium geometry.

The HOMO-LUMO gap comes out at 1.4 eV.

Geometry as ORCA input:
```
! RIJCOSX wB97M-V def2-TZVPD def2/J DEFGRID3
* xyz 1 1
Hg -3.46 -1.46 -5.25
C 1.68 -0.75 -0.47
C 1.33 -0.05 -1.75
O -0.04 0.11 -1.91
H 1.36 -1.79 -0.40
H 1.26 -0.38 0.47
H 2.77 -0.78 -0.42
H 1.66 -0.59 -2.64
H 1.78 0.94 -1.74
C 0.49 7.75 -7.60
C 1.12 6.47 -8.14
O 2.33 6.86 -8.73
S 2.38 8.47 -9.08
O 2.65 8.79 -10.44
O 3.14 9.18 -8.09
O 0.75 8.59 -8.71
H 1.08 8.06 -6.73
H -0.59 7.67 -7.46
H 0.53 6.06 -8.96
H 1.20 5.79 -7.30
C -2.88 6.19 0.97
C -4.07 5.39 0.46
O -5.16 6.34 0.47
S -4.70 7.94 0.27
O -5.30 8.75 1.24
O -4.71 8.37 -1.12
O -3.08 7.57 0.71
H -1.99 5.74 0.53
H -2.79 6.25 2.05
H -4.44 4.52 1.00
H -3.91 5.04 -0.57
C -6.42 -3.69 4.20
C -5.25 -3.72 3.39
C -4.43 -4.81 3.44
C -4.69 -5.94 4.32
C -5.85 -5.88 5.07
C -6.74 -4.80 4.96
N -3.77 -7.04 4.43
O -3.72 -7.73 5.46
O -3.02 -7.31 3.50
H -7.05 -2.81 4.16
H -5.04 -2.87 2.76
H -3.61 -4.64 2.75
H -6.08 -6.73 5.69
H -7.71 -4.70 5.43
O 5.60 -6.65 1.50
C 5.77 -5.86 2.46
O 6.48 -4.79 2.31
C 6.67 -4.06 3.50
C 6.30 -5.11 4.56
C 5.32 -6.02 3.84
H 5.93 -3.25 3.59
H 7.69 -3.78 3.76
H 5.88 -4.71 5.49
H 7.28 -5.54 4.74
H 4.31 -5.61 3.89
H 5.26 -7.05 4.19
O 0.93 -2.66 -8.57
C 1.91 -2.44 -9.20
O 1.90 -2.29 -10.51
C 3.13 -1.76 -10.97
C 4.01 -1.54 -9.71
C 3.33 -2.35 -8.62
H 3.00 -0.90 -11.63
H 3.72 -2.44 -11.59
H 4.08 -0.48 -9.44
H 5.00 -1.93 -9.95
H 3.55 -2.13 -7.57
H 3.68 -3.37 -8.76
O 0.90 0.88 8.31
C -0.16 0.77 8.92
O -0.35 1.25 10.12
C -1.70 1.37 10.45
C -2.37 0.44 9.45
C -1.40 0.21 8.33
H -1.98 2.42 10.51
H -1.82 0.94 11.45
H -3.39 0.76 9.24
H -2.50 -0.43 10.09
H -1.67 0.59 7.34
H -1.28 -0.87 8.28
*
```



(3)
ORCA calculation (ωB97M-V with the def2-TZVPD basis set) on a cluster of 12 separate species, C24H36N12 in total in a non-equilibrium geometry.

Its SMILES is CC#N.CC#N.CC#N.CC#N.CC#N.CC#N.CC#N.CC#N.CC#N.CC#N.CC#N.CC#N. The HOMO-LUMO gap comes out at 11.7 eV.

Geometry as ORCA input:
```
! RIJCOSX wB97M-V def2-TZVPD def2/J DEFGRID3
* xyz 0 1
C 13.21 -4.35 16.17
C 14.08 -3.20 16.05
N 14.97 -2.51 15.87
H 12.16 -4.17 16.05
H 13.30 -4.79 17.20
H 13.54 -5.06 15.46
C 14.52 0.04 8.08
C 15.83 -0.28 7.72
N 16.85 -0.63 7.33
H 13.88 0.02 7.24
H 14.43 1.02 8.58
H 14.18 -0.81 8.76
C 10.60 1.66 14.92
C 11.16 0.42 15.44
N 11.65 -0.59 15.74
H 10.55 2.44 15.65
H 9.56 1.47 14.53
H 11.23 2.02 14.12
C 17.97 -2.79 14.61
C 19.00 -2.81 13.63
N 19.87 -2.70 12.91
H 17.16 -2.15 14.35
H 18.33 -2.46 15.63
H 17.55 -3.77 14.70
C 18.99 0.36 9.87
C 17.91 0.45 10.86
N 17.02 0.47 11.56
H 18.92 -0.64 9.50
H 19.91 0.67 10.32
H 18.88 1.08 9.00
C 11.45 -5.27 7.52
C 12.20 -4.05 7.45
N 12.87 -3.13 7.23
H 10.59 -5.22 6.90
H 11.04 -5.47 8.55
H 12.16 -6.07 7.41
C 14.82 -6.28 11.08
C 14.67 -6.03 12.51
N 14.61 -5.94 13.66
H 15.21 -5.41 10.57
H 13.83 -6.55 10.69
H 15.45 -7.17 11.03
C 15.46 1.04 14.99
C 14.72 2.13 15.62
N 14.20 3.09 15.99
H 15.57 0.24 15.69
H 16.57 1.36 14.67
H 15.07 0.64 14.04
C 9.82 -1.29 9.49
C 9.67 -0.43 10.63
N 9.65 0.28 11.54
H 10.90 -1.47 9.22
H 9.21 -0.94 8.61
H 9.44 -2.25 9.77
C 16.08 -4.03 6.89
C 15.29 -5.24 7.31
N 14.82 -6.21 7.66
H 16.53 -3.66 7.81
H 15.53 -3.23 6.34
H 16.79 -4.43 6.19
C 10.92 -2.82 12.93
C 10.32 -4.08 12.46
N 9.87 -5.07 12.09
H 10.12 -2.09 13.15
H 11.58 -2.40 12.14
H 11.57 -2.96 13.85
C 15.29 -2.47 12.21
C 14.08 -2.27 11.31
N 13.28 -2.07 10.49
H 15.05 -2.03 13.16
H 16.14 -1.91 11.75
H 15.57 -3.51 12.26
*
```



(4)
ORCA calculation (ωB97M-V with the def2-TZVPD basis set) on a structure of composition C24H36N2SiTl in a non-equilibrium geometry.

The HOMO-LUMO gap (alpha / beta) comes out at 5.2 / 5.2 eV.

Geometry as ORCA input:
```
! RIJCOSX wB97M-V def2-TZVPD def2/J DEFGRID3
* xyz 1 1
C -1.92 -1.16 -0.18
C -2.22 -0.01 -0.98
C -1.20 0.11 -1.97
H -3.06 0.66 -0.86
C -0.27 -0.95 -1.78
C -0.72 -1.73 -0.68
H -0.23 -2.63 -0.29
H -2.52 -1.55 0.64
H -1.18 0.84 -2.78
H 0.60 -1.15 -2.40
Tl 2.39 1.79 -1.16
C -0.20 3.02 -0.05
H -0.20 2.17 -0.75
H 0.57 2.95 0.71
H -0.13 3.95 -0.61
Si -2.05 3.02 0.81
C -2.16 3.80 2.51
C -3.17 3.25 3.33
H -3.97 2.65 2.89
C -3.18 3.48 4.72
H -3.91 2.98 5.34
C -2.26 4.37 5.29
H -2.25 4.55 6.37
C -1.35 5.03 4.44
H -0.68 5.79 4.85
C -1.31 4.77 3.06
H -0.62 5.31 2.42
C -3.18 3.59 -0.56
C -4.54 3.80 -0.26
H -4.83 4.00 0.78
C -5.51 3.70 -1.27
H -6.56 3.79 -0.99
C -5.13 3.48 -2.60
H -5.88 3.35 -3.38
C -3.76 3.45 -2.92
H -3.44 3.32 -3.95
C -2.79 3.54 -1.91
H -1.73 3.56 -2.17
H -2.50 1.44 1.27
H -3.24 1.87 1.13
C 1.31 0.01 1.57
N 2.50 0.84 1.36
C 2.53 1.99 2.28
C 3.77 0.04 1.46
C 4.36 -0.34 0.10
N 3.37 -0.89 -0.83
C 3.88 -0.92 -2.20
C 2.90 -2.24 -0.45
H 1.34 -0.48 2.56
H 1.27 -0.77 0.79
H 0.41 0.63 1.48
H 2.92 1.69 3.27
H 3.20 2.76 1.86
H 1.53 2.41 2.39
H 4.51 0.67 1.99
H 3.57 -0.88 2.05
H 4.81 0.56 -0.35
H 5.17 -1.08 0.29
H 4.73 -1.62 -2.32
H 3.08 -1.22 -2.89
H 4.22 0.08 -2.50
H 3.67 -3.01 -0.65
H 2.64 -2.28 0.61
H 2.02 -2.48 -1.05
*
```



(5)
ORCA calculation (ωB97M-V with the def2-TZVPD basis set) on a structure of composition C24H36N9O5S3Sn.

The HOMO-LUMO gap comes out at 7.9 eV.

Geometry as ORCA input:
```
! RIJCOSX wB97M-V def2-TZVPD def2/J DEFGRID3
* xyz 1 1
Sn -0.02 0.41 0.29
C 2.31 -3.33 -2.32
N 0.86 -3.23 -2.37
C 0.17 -4.44 -2.79
C 0.26 -2.11 -1.92
O 0.90 -1.14 -1.51
C -1.27 -2.06 -1.92
O -1.72 -0.75 -1.65
C -1.96 0.03 -2.80
C -1.58 1.48 -2.51
O -1.09 1.81 -1.43
N -1.77 2.35 -3.51
C -1.42 3.75 -3.30
C -2.52 2.04 -4.72
H 2.69 -3.66 -3.29
H 2.61 -4.06 -1.56
H 2.74 -2.37 -2.08
H 0.49 -4.70 -3.80
H -0.91 -4.32 -2.79
H 0.43 -5.26 -2.12
H -1.64 -2.68 -1.10
H -1.69 -2.43 -2.86
H -3.02 -0.02 -3.06
H -1.36 -0.33 -3.64
H -0.62 3.81 -2.56
H -2.28 4.32 -2.93
H -1.07 4.18 -4.23
H -2.34 1.02 -5.05
H -2.21 2.71 -5.51
H -3.60 2.17 -4.56
O 5.64 -0.12 -0.30
C 5.19 0.45 -1.42
C 6.06 0.51 -2.51
C 5.67 1.08 -3.70
C 4.39 1.62 -3.84
C 3.52 1.57 -2.77
C 3.89 0.98 -1.55
C 2.87 0.90 -0.49
O 1.71 1.42 -0.71
N 3.21 0.27 0.62
N 2.20 0.24 1.57
C 2.41 -0.52 2.57
S 3.76 -1.63 2.69
C 3.44 -2.06 4.42
C 1.95 -2.03 4.66
S 1.32 -0.48 3.93
H 4.89 -0.13 0.34
H 7.06 0.10 -2.40
H 6.35 1.10 -4.54
H 4.09 2.07 -4.77
H 2.53 1.98 -2.84
H 3.96 -1.33 5.05
H 3.86 -3.05 4.60
H 1.70 -2.00 5.72
H 1.44 -2.86 4.19
N 0.35 2.73 1.67
N -0.57 3.41 2.45
C -1.89 3.12 2.42
N -2.67 3.95 3.14
S -2.57 1.86 1.56
H 1.18 2.49 2.20
H 0.62 3.26 0.84
H -0.28 4.25 2.92
H -2.29 4.66 3.76
H -3.65 3.74 3.20
N -2.25 -1.51 3.11
C -1.42 -2.52 2.75
C -1.46 -3.75 3.43
C -0.57 -4.74 3.09
C 0.36 -4.50 2.07
C 0.31 -3.27 1.45
N -0.56 -2.30 1.75
H -2.95 -1.66 3.81
H -2.27 -0.66 2.57
H -2.19 -3.90 4.22
H -0.58 -5.69 3.60
H 1.09 -5.24 1.79
H 1.01 -3.03 0.65
*
```



(6)
ORCA calculation (ωB97M-V with the def2-TZVPD basis set) on a cluster of 7 separate species, C24H36NO21 in total in a non-equilibrium geometry.

The HOMO-LUMO gap comes out at 8.7 eV.

Geometry as ORCA input:
```
! RIJCOSX wB97M-V def2-TZVPD def2/J DEFGRID3
* xyz -1 1
N 0.19 -0.12 0.96
O 1.28 -0.60 0.65
O -0.76 0.02 0.17
O 0.03 0.32 2.25
C 0.11 -3.57 2.58
C -1.40 -3.83 2.18
C -1.53 -3.31 0.72
O -1.57 -4.45 -0.04
C -1.71 -5.54 0.72
O -1.90 -6.66 0.29
O -1.61 -5.24 1.98
H 0.31 -4.16 3.33
H 0.38 -2.57 2.96
H 0.83 -3.83 2.00
H -2.09 -3.60 3.02
H -0.73 -2.70 0.33
H -2.33 -2.68 0.55
C -4.09 -0.85 -0.55
C -5.19 0.22 -0.80
C -6.21 0.44 0.47
O -6.11 1.75 0.69
C -5.29 2.29 -0.19
O -4.99 3.47 -0.25
O -4.65 1.42 -0.90
H -3.26 -0.78 -1.31
H -4.61 -1.76 -0.38
H -3.55 -0.70 0.34
H -5.87 0.15 -1.72
H -5.88 -0.19 1.26
H -7.20 0.03 0.31
C 1.08 4.76 1.56
C 1.71 3.66 2.31
C 2.64 2.78 1.52
O 3.97 3.25 2.02
C 3.83 4.05 3.08
O 4.75 4.48 3.74
O 2.56 4.26 3.22
H 1.86 5.35 0.91
H 0.53 5.33 2.05
H 0.07 4.43 1.17
H 0.95 3.22 2.90
H 2.58 2.76 0.50
H 2.49 1.89 1.91
C 3.32 -2.22 3.28
C 4.66 -1.72 2.73
C 4.78 -1.68 1.17
O 5.62 -0.58 0.87
C 5.55 0.22 1.96
O 6.04 1.26 1.96
O 4.94 -0.39 2.99
H 3.05 -3.19 2.95
H 2.67 -1.46 3.15
H 3.44 -2.36 4.34
H 5.46 -2.23 2.96
H 3.97 -1.42 0.54
H 5.46 -2.50 0.76
C 0.12 -1.18 -5.34
C 0.79 -1.73 -4.12
C -0.02 -1.63 -2.82
O -0.64 -2.95 -2.71
C -0.03 -3.78 -3.39
O -0.10 -5.05 -3.20
O 0.78 -3.29 -4.29
H 0.78 -1.06 -6.14
H -0.20 -0.34 -4.92
H -0.69 -1.95 -5.53
H 1.77 -1.45 -4.03
H -0.87 -0.88 -2.76
H 0.78 -1.42 -2.07
C 0.46 2.36 -2.14
C -0.81 2.98 -2.66
C -1.95 2.89 -1.59
O -1.98 4.21 -1.13
C -1.38 5.04 -1.92
O -1.46 6.25 -1.89
O -0.71 4.44 -2.93
H 0.97 2.62 -1.17
H 1.32 2.46 -2.83
H 0.32 1.33 -2.15
H -1.08 2.54 -3.74
H -1.83 1.99 -0.65
H -2.89 2.64 -2.04
*
```



Relative energy (zero: lowest compared OMol25 entry of this formula, charge and spin), record by record: 90.2; 134.3; 31.3; 0.0; 12.7; 58.3 kcal/mol